{"formula": "C3H5NOS", "method": "wB97M-V/def2-TZVPD", "species": ["O", "H", "S", "H", "H", "C", "C", "H", "N", "H", "C"], "coordinates": [[-0.08224, -1.40541, -0.81185], [-0.20031, 0.07440, -2.11536], [-0.24005, -1.85743, 2.25584], [0.22683, 1.95470, -0.50443], [-1.25679, -2.73458, 2.12035], [-0.36329, 0.50928, 0.89240], [0.28386, -0.21178, -1.20575], [1.44692, -0.15263, -1.63726], [-0.68438, -0.78199, 1.07874], [-0.53067, 0.94659, 1.83317], [0.11275, 0.89852, -0.27784]], "spin_multiplicity": 1, "relative_energy_kj_mol": 550.5, "largest_force_ev_per_a": 5.590, "homo_ev": [-8.1, -8.2]}


{"formula": "C3H5NOS", "method": "wB97M-V/def2-TZVPD", "species": ["H", "H", "S", "O", "H", "C", "H", "N", "C", "C", "H"], "coordinates": [[3.52059, 0.34540, -0.90790], [-0.49007, -0.78577, 1.43337], [2.45182, -0.36434, -0.38507], [-2.13158, 0.42409, -0.90159], [0.02796, -1.20664, -0.26313], [0.23814, 0.91515, 0.24227], [-0.30071, 1.85147, 0.35652], [1.49964, 1.06404, 0.01193], [-1.82414, -0.45514, -0.10590], [-0.47235, -0.40850, 0.40220], [-2.51930, -1.37976, 0.11730]], "smiles": "O=CC/C=N\\S", "spin_multiplicity": 1, "relative_energy_kj_mol": 215.1, "largest_force_ev_per_a": 3.104, "homo_ev": -9.3}


{"formula": "C3H5NOS", "method": "wB97M-V/def2-TZVPD", "species": ["C", "H", "O", "H", "H", "N", "S", "C", "H", "H", "C"], "coordinates": [[-1.76977, 0.89221, 0.06217], [-2.13202, 0.71004, 1.07870], [-0.48521, 0.34167, -0.13501], [1.48205, -1.05357, -0.50045], [-1.66999, 1.96343, -0.10217], [0.72596, -1.61771, -0.10629], [4.56259, 0.38443, 0.25596], [3.27085, 0.36620, -0.55024], [-1.17838, -1.49497, 0.53732], [-2.48686, 0.47972, -0.65442], [-0.31923, -0.97144, 0.11443]], "spin_multiplicity": 1, "relative_energy_kj_mol": 334.8, "largest_force_ev_per_a": 0.609, "homo_ev": -9.9}


{"formula": "C3H5NOS", "method": "wB97M-V/def2-TZVPD", "species": ["N", "H", "C", "H", "H", "C", "C", "O", "H", "H", "S"], "coordinates": [[0.90550, -2.28340, -0.42204], [0.29787, 1.81711, 1.13463], [0.46807, -1.14281, -0.62106], [0.72395, -1.27915, 1.71541], [-1.61616, 0.77351, -1.11297], [-1.25402, 1.64221, -0.53312], [-0.19460, 1.20076, 0.26158], [0.35719, -0.07939, 0.22983], [0.24591, -0.74916, -1.61041], [-1.57736, 2.60294, -0.19000], [1.64364, -2.50263, 1.14816]], "smiles": "C=CO/C=N\\S", "spin_multiplicity": 1, "relative_energy_kj_mol": 416.1, "largest_force_ev_per_a": 5.700, "homo_ev": -8.8}


{"formula": "C3H5NOS", "method": "wB97M-V/def2-TZVPD", "species": ["H", "C", "C", "O", "S", "H", "N", "H", "H", "H", "C"], "coordinates": [[-0.87089, -0.10535, -2.69481], [-1.32322, 0.16824, 0.92901], [0.07652, -0.15858, 1.08758], [-1.79958, 0.72393, -0.18565], [-2.52212, 0.95091, -1.60664], [0.68660, 0.26585, -0.85740], [-1.33848, 0.80566, -2.68428], [0.29216, -0.61122, 2.15262], [1.93690, -0.28486, 0.32342], [-2.01407, -0.00166, 1.71885], [0.99475, -0.05426, 0.12168]], "spin_multiplicity": 3, "relative_energy_kj_mol": 102.5, "largest_force_ev_per_a": 4.136, "homo_ev": [-7.2, -10.1], "s2": 2.03}


{"formula": "C3H5NOS2", "method": "wB97M-V/def2-TZVPD", "species": ["C", "H", "C", "S", "S", "H", "C", "N", "O", "H", "H", "H"], "coordinates": [[1.26750, -1.21306, -0.10740], [1.38914, -2.25315, -0.22445], [-0.70625, 0.29229, -0.05526], [-0.14846, 1.82604, 0.02704], [2.54337, -0.21730, 0.06103], [-0.65294, -1.77780, -0.13926], [-2.19905, 0.08900, -0.15019], [-0.07927, -0.94323, -0.08527], [-2.62188, -1.24088, 0.11034], [-2.67018, 0.81983, 0.59332], [-2.45212, -1.38666, 1.06052], [-2.57571, 0.37827, -1.10814]], "smiles": "OCC(=S)NC=S", "spin_multiplicity": 1, "relative_energy_kj_mol": 109.1, "largest_force_ev_per_a": 2.429, "homo_ev": -8.1}


{"formula": "C3H5NOS2", "method": "wB97M-V/def2-TZVPD", "species": ["H", "N", "H", "H", "C", "O", "C", "C", "H", "H", "S", "S"], "coordinates": [[0.95745, 1.19434, 0.62880], [-0.66144, 0.29208, -0.23566], [0.47561, 1.96093, -0.84785], [-0.58088, 2.33718, 0.40536], [-0.16763, -0.94084, 0.00199], [-1.94172, 0.40286, -0.56344], [1.35438, -1.14859, 0.38784], [0.09987, 1.52605, 0.06602], [-2.45450, -0.58910, -0.30710], [1.30096, -1.84356, 1.23557], [2.64608, -0.77976, -0.52391], [-1.02820, -2.41158, -0.24761]], "smiles": "CN(O)C(=S)C=S", "spin_multiplicity": 1, "relative_energy_kj_mol": 344.9, "largest_force_ev_per_a": 3.976, "homo_ev": -8.8}


{"formula": "C3H5NOS2", "method": "wB97M-V/def2-TZVPD", "species": ["O", "H", "N", "C", "S", "H", "C", "S", "H", "C", "H", "H"], "coordinates": [[-3.36168, -0.31177, 0.10627], [2.93219, -2.02195, 0.18610], [-1.24698, 0.49426, 0.04507], [-2.20023, -0.51399, -0.07820], [0.76195, -1.22643, -0.05626], [-1.63263, 1.40884, 0.08426], [2.53057, -1.02923, 0.09793], [0.97591, 1.78026, -0.03048], [2.86056, -0.51381, 1.01175], [0.10254, 0.43367, -0.00225], [2.91439, -0.51008, -0.74799], [-1.85524, -1.53276, -0.41674]], "smiles": "CSC(=S)NC=O", "spin_multiplicity": 1, "relative_energy_kj_mol": 16.3, "largest_force_ev_per_a": 1.520, "homo_ev": -9.1}


{"formula": "C3H5NOS2", "method": "wB97M-V/def2-TZVPD", "species": ["H", "C", "O", "N", "H", "H", "C", "S", "H", "S", "H", "C"], "coordinates": [[-1.65266, 0.69095, 0.18401], [1.70907, -0.67933, -0.31597], [-0.58767, 2.07355, -0.66777], [0.46147, -0.12852, -0.55271], [-1.16683, -0.41000, 1.66421], [1.45436, -1.65388, 0.05786], [-1.65251, -0.38925, 0.56678], [-0.81688, -1.15482, -0.94990], [-2.69532, -1.02764, 0.88000], [3.19053, -0.17921, -0.26207], [1.38476, 1.50712, -0.10155], [0.37170, 1.35105, -0.50289]], "smiles": "CSN(C=O)C=S", "spin_multiplicity": 1, "relative_energy_kj_mol": 292.0, "largest_force_ev_per_a": 3.749, "homo_ev": -9.1}


{"formula": "C3H5NOS3", "method": "wB97M-V/def2-TZVPD", "species": ["S", "C", "O", "C", "N", "H", "S", "S", "C", "H", "H", "H", "H"], "coordinates": [[3.58774, -0.37935, -0.11470], [-0.51497, 0.94139, 0.46479], [-2.27954, -0.63006, -0.71013], [-1.09354, 0.15545, -0.98370], [0.99381, -0.86565, 0.69008], [-1.32203, 1.68433, 0.56010], [-0.40241, -0.25335, 1.67846], [1.03527, 1.74681, 0.38646], [1.97741, 0.12396, 0.19755], [1.27149, -1.81772, 0.98741], [-1.81904, -1.30919, -0.11879], [-1.25341, 0.98869, -1.67474], [-0.18078, -0.38533, -1.36279]], "spin_multiplicity": 1, "relative_energy_kj_mol": 232.4, "largest_force_ev_per_a": 4.521, "homo_ev": -8.8}


{"formula": "C3H5NS", "method": "wB97M-V/def2-TZVPD", "species": ["H", "C", "H", "H", "H", "H", "C", "N", "C", "S"], "coordinates": [[-1.72699, 1.53391, -0.77977], [-1.44135, 0.93884, 0.04891], [-2.28617, -0.95784, 1.06199], [-2.67300, -0.66806, -0.70165], [-1.32339, 1.50855, 0.94256], [0.57586, -1.79813, 0.12315], [-2.04118, -0.46615, 0.13801], [-0.69767, -0.17967, -0.30458], [0.52897, -0.67795, -0.04008], [1.87742, 0.17943, 0.03779]], "smiles": "S=CN1CC1", "spin_multiplicity": 1, "relative_energy_kj_mol": 142.3, "largest_force_ev_per_a": 1.877, "homo_ev": -8.5}


{"formula": "C3H5NS", "method": "wB97M-V/def2-TZVPD", "species": ["C", "N", "H", "H", "C", "C", "H", "S", "H", "H"], "coordinates": [[0.49672, -0.92854, -0.45272], [-0.01683, 2.85891, 1.44744], [-0.57494, 3.76595, 1.28568], [-1.07272, -2.00409, -1.21574], [-0.24593, -1.38926, -1.56423], [1.01361, -0.96082, 0.61206], [0.23351, -2.00268, -2.35500], [-0.59710, 2.05892, 2.66372], [-0.65384, -0.46809, -2.02690], [1.41752, -0.93029, 1.60567]], "smiles": "C#CC.N=S", "spin_multiplicity": 1, "relative_energy_kj_mol": 369.4, "largest_force_ev_per_a": 2.714, "homo_ev": [-8.7, -8.7]}


{"formula": "C3H5NS", "method": "wB97M-V/def2-TZVPD", "species": ["C", "H", "H", "S", "H", "C", "H", "H", "N", "C"], "coordinates": [[0.25620, -0.40390, -0.15162], [-1.03653, -0.13844, 1.54408], [-1.17652, 1.21930, -0.86931], [0.09835, -2.18634, 1.83998], [-0.04873, 0.49401, -2.12480], [-0.41288, -0.85808, 1.14707], [0.82338, -1.13384, -0.60809], [0.82193, 1.35867, 0.61641], [0.94374, 1.03281, -0.29097], [-0.26893, 0.61581, -1.10275]], "smiles": "S=C[C@H]1CN1", "spin_multiplicity": 1, "relative_energy_kj_mol": 209.0, "largest_force_ev_per_a": 4.586, "homo_ev": -9.0}


{"formula": "C3H5NS2", "method": "wB97M-V/def2-TZVPD", "species": ["C", "H", "N", "S", "H", "H", "H", "C", "H", "C", "S"], "coordinates": [[-0.49752, 0.92472, 0.02485], [-0.81808, 1.31143, 0.98514], [-0.53763, -0.55353, -0.11522], [-1.85491, -1.61830, -0.20003], [-1.81139, -2.14627, 1.03168], [1.30067, 1.25375, -1.17921], [-1.14369, 1.37813, -0.73471], [0.82931, -0.68930, -0.22377], [1.58353, 1.20131, 0.65618], [1.05702, 0.83707, -0.17139], [1.89269, -1.89900, -0.07350]], "smiles": "S=C1CCN1S", "spin_multiplicity": 1, "relative_energy_kj_mol": 150.9, "largest_force_ev_per_a": 3.624, "homo_ev": -8.5}


{"formula": "C3H5NS2", "method": "wB97M-V/def2-TZVPD", "species": ["H", "H", "H", "C", "C", "C", "N", "H", "H", "S", "S"], "coordinates": [[1.13445, -1.69385, 0.41618], [-3.04429, 0.56187, 0.88082], [1.81758, 1.16413, -0.56158], [1.15615, 0.35617, -0.30267], [1.68056, -0.83088, 0.01343], [-0.26243, 0.75544, -0.19913], [-1.08848, -0.29794, -0.14063], [2.73301, -0.96278, -0.04837], [-0.64743, -1.15497, 0.18548], [-0.68482, 2.34655, -0.05024], [-2.79430, -0.24374, -0.19329]], "smiles": "C=CC(=S)NS", "spin_multiplicity": 1, "relative_energy_kj_mol": 137.4, "largest_force_ev_per_a": 1.024, "homo_ev": -8.6}


{"formula": "C3H5NS2", "method": "wB97M-V/def2-TZVPD", "species": ["H", "H", "S", "C", "H", "C", "S", "H", "C", "N", "H"], "coordinates": [[1.36273, 0.93110, 1.47392], [1.22873, -1.68066, -0.72238], [-2.75682, 0.27788, -0.29589], [1.09400, 0.60352, 0.31043], [-1.01795, 1.62975, -0.14332], [-0.04226, -1.51216, -0.22801], [-1.38394, -2.44848, 0.00881], [0.89666, 1.77162, -0.14782], [-1.29883, 0.51252, -0.04606], [-0.15082, -0.17846, -0.00626], [2.06850, 0.09335, -0.20342]], "spin_multiplicity": 1, "relative_energy_kj_mol": 397.1, "largest_force_ev_per_a": 7.173, "homo_ev": -7.7}


{"formula": "C3H5NS2", "method": "wB97M-V/def2-TZVPD", "species": ["H", "H", "H", "S", "H", "C", "C", "N", "H", "C", "S"], "coordinates": [[0.49505, 2.09365, -0.82235], [-1.30912, 0.98890, 1.66662], [-1.06237, 0.22611, -1.61724], [-1.98208, 0.68224, 0.63728], [-0.51343, -2.05119, -0.19254], [-0.65891, 0.14819, -0.62157], [-0.04722, -1.13330, -0.17172], [0.58981, 1.05330, -0.78117], [1.71528, -1.74226, 0.95994], [1.15663, -1.01670, 0.35590], [1.61635, 0.75108, 0.58684]], "smiles": "S[C@@H]1C=CSN1", "spin_multiplicity": 1, "relative_energy_kj_mol": 196.0, "largest_force_ev_per_a": 3.230, "homo_ev": -8.1}


{"formula": "C3H5NS2", "method": "wB97M-V/def2-TZVPD", "species": ["H", "C", "N", "S", "H", "C", "H", "H", "C", "H", "S"], "coordinates": [[-1.16610, -0.27606, 1.10304], [0.74559, -0.38395, 0.19707], [-1.55062, -0.27126, -0.93231], [-2.17292, -1.25117, -1.94102], [-0.83233, -1.82128, 0.37910], [1.48883, 0.74930, 0.33130], [2.56240, 0.79632, 0.16411], [1.35486, -1.30189, 0.06397], [-0.83937, -0.76196, 0.17628], [-0.44982, 2.00491, 0.12131], [0.85947, 2.51705, 0.33714]], "smiles": "S=NC/C=C\\S", "spin_multiplicity": 1, "relative_energy_kj_mol": 329.1, "largest_force_ev_per_a": 4.003, "homo_ev": [-8.6, -8.6]}


{"formula": "C3H5NS2", "method": "wB97M-V/def2-TZVPD", "species": ["C", "N", "C", "H", "S", "H", "H", "S", "C", "H", "H"], "coordinates": [[-1.04684, -1.25693, 0.12011], [-0.71338, 0.87738, -1.11318], [1.14883, 0.54555, 0.49471], [1.94054, -0.08829, 0.26440], [1.50836, 2.15228, -0.08363], [0.99823, 0.35223, 1.56642], [-0.76523, -1.61790, 1.15640], [-0.03489, 2.22590, -1.59854], [-0.29302, 0.04887, -0.25582], [-0.54316, -1.93509, -0.52035], [-2.19943, -1.30402, -0.03052]], "smiles": "CC1=NSSC1", "spin_multiplicity": 1, "relative_energy_kj_mol": 143.4, "largest_force_ev_per_a": 3.572, "homo_ev": -7.9}


{"formula": "C3H5NS2", "method": "wB97M-V/def2-TZVPD", "species": ["C", "H", "C", "C", "H", "N", "S", "H", "H", "S", "H"], "coordinates": [[-0.12463, -0.97566, 0.02147], [-0.94654, -1.63922, -0.19173], [-0.10834, 0.47966, 2.47190], [0.22605, -0.22439, -1.34405], [-0.51927, 1.28152, 3.05696], [1.12852, 0.87832, -1.22123], [0.58765, 2.12038, -0.46491], [-0.77182, 0.05858, -1.71297], [0.74922, -1.49173, 0.46097], [-0.89728, 0.51476, 1.03509], [0.67644, -1.00223, -2.11151]], "spin_multiplicity": 1, "relative_energy_kj_mol": 543.7, "largest_force_ev_per_a": 3.112, "homo_ev": [-8.1, -8.1]}